[1]
{
  "formula": "C12H14Cl2N2",
  "method": "the ωB97M-V functional and the def2-TZVPD basis",
  "symbols": ["Cl", "Cl", "N", "N", "C", "C", "C", "C", "C", "C", "C", "C", "C", "C", "C", "C", "H", "H", "H", "H", "H", "H", "H", "H", "H", "H", "H", "H", "H", "H"],
  "coordinates": [[4.068408, -2.753714, -5.424770], [0.650083, -2.627834, -5.904123], [-1.287496, 2.860976, 5.346469], [-1.048224, 0.419107, -0.257365], [-0.015837, -0.155544, -0.936609], [-0.384260, 2.158916, 2.796828], [-1.826623, 1.796175, 4.711451], [-0.166598, 3.420755, 4.820219], [-1.849003, -1.723715, 0.548373], [2.915225, -1.412522, -5.215382], [-1.404521, 1.406343, 3.424952], [0.260319, 3.125347, 3.501874], [-0.821849, -2.266680, -0.203641], [0.151565, -1.544142, -0.921514], [1.582426, -1.839750, -4.639450], [-2.026216, -0.381165, 0.290535], [1.061717, 3.705007, 3.068116], [2.742363, -0.948394, -6.186365], [1.779592, -2.508040, -3.801226], [-0.171013, 1.874854, 1.776907], [1.054981, -0.942668, -4.315210], [-2.682065, 1.345155, 5.192276], [0.899698, -2.125078, -1.440377], [-2.896723, 0.089279, 0.723311], [-1.773383, 0.584404, 2.829339], [3.412797, -0.607738, -4.674229], [0.294085, 4.253911, 5.330139], [-0.707962, -3.339530, -0.154462], [-2.572854, -2.320491, 1.083446], [0.761370, 0.456775, -1.369513]],
  "forces_ev_per_a": [[-0.146, 0.080, 0.053], [-0.448, -0.386, -0.037], [1.425, -0.407, -0.100], [-0.765, -0.955, -1.113], [-0.759, -0.811, 1.763], [-1.257, -1.585, 0.265], [0.603, 0.831, -1.208], [-1.703, -0.616, -1.415], [0.172, 0.469, -1.953], [0.157, 0.848, -0.637], [0.804, 0.987, 0.332], [0.275, 0.884, 1.350], [1.290, -1.129, 0.353], [-1.918, -0.086, 0.526], [1.039, 0.432, 0.237], [1.769, 1.234, 0.764], [0.125, -0.003, -0.011], [0.021, -0.353, -0.191], [-0.436, -0.076, -0.077], [0.323, 0.267, -0.120], [-0.140, -0.173, 0.055], [-0.013, -0.147, 0.087], [0.210, 0.384, -0.110], [0.021, 0.611, -0.141], [-0.513, -0.118, 0.449], [-0.054, -0.367, 0.597], [-0.062, -0.078, 0.390], [0.144, -0.223, -0.100], [0.068, -0.003, 0.032], [-0.231, 0.490, -0.039]],
  "lowdin_charge": [0.54, 0.58, 0.04, 0.05, -0.14, -0.09, -0.14, -0.13, -0.07, -0.69, -0.05, -0.09, -0.09, -0.06, -0.69, -0.15, 0.10, 0.06, 0.06, 0.08, 0.07, 0.09, 0.09, 0.10, 0.07, 0.07, 0.09, 0.10, 0.11, 0.10],
  "charge": 0,
  "homo_ha": -0.349,
  "multiplicity": 1
}

---

[2]
{
  "formula": "C12H14Cl5IrNO4S",
  "method": "the ωB97M-V functional and the def2-TZVPD basis",
  "symbols": ["Ir", "Cl", "Cl", "Cl", "Cl", "Cl", "S", "O", "O", "O", "O", "N", "C", "C", "C", "C", "C", "C", "C", "C", "C", "C", "C", "C", "H", "H", "H", "H", "H", "H", "H", "H", "H", "H", "H", "H", "H", "H"],
  "coordinates": [[-0.037379, -0.362815, 0.161595], [-1.046415, -4.679318, 2.888093], [1.301251, -6.411719, 1.685770], [3.075926, -2.141187, -1.066675], [-1.232373, -1.576517, 1.954146], [3.324939, -5.125164, -0.272523], [1.799219, 1.474804, -1.884347], [-1.487059, 1.535090, 0.341472], [0.908847, 0.832176, 1.453170], [0.952410, 2.706840, -1.792703], [-2.407449, 0.628374, -2.415940], [0.866645, 0.157087, -1.571171], [-1.996790, 0.873236, -3.552514], [1.892415, -2.853848, -0.061921], [2.028386, -4.194544, 0.329135], [0.813583, -2.112483, 0.417985], [0.558574, 2.248650, 1.426566], [-2.999296, 1.720841, -1.574894], [-0.943226, 2.308617, 1.453257], [-1.983022, 2.386149, -0.694249], [-0.023551, -2.739542, 1.338884], [2.327324, 0.582766, 1.736491], [0.063165, -4.041453, 1.765375], [1.119976, -4.787479, 1.222296], [0.444752, -0.213846, -2.413598], [2.534933, 1.057517, 2.692119], [1.001686, 2.688579, 2.319348], [-1.594938, 0.036964, -4.122745], [0.978038, 2.704062, 0.531280], [-3.408556, 2.447274, -2.276548], [-1.280979, 3.340931, 1.376486], [2.930512, 1.005031, 0.934426], [-2.061320, 1.879248, -3.975501], [-3.796444, 1.225691, -1.028094], [-1.350073, 1.869152, 2.362825], [-2.563627, 3.187404, -0.224365], [2.450368, -0.491370, 1.798031], [-1.160454, 2.834799, -1.260961]],
  "forces_ev_per_a": [[-0.198, 0.078, -0.554], [0.006, -0.008, 0.003], [0.003, -0.001, -0.011], [0.076, 0.076, -0.076], [0.215, -0.169, 0.079], [-0.002, 0.019, -0.015], [-0.548, -0.166, 0.199], [0.169, 0.211, -0.163], [0.227, 0.041, 0.260], [0.191, -0.103, -0.059], [0.117, -0.049, 0.164], [0.145, 0.679, 0.233], [-0.036, 0.064, -0.228], [-0.077, -0.038, 0.064], [-0.013, -0.029, 0.027], [-0.184, -0.300, 0.291], [-0.043, -0.188, -0.057], [-0.128, 0.091, 0.040], [-0.103, -0.154, -0.039], [-0.009, 0.176, 0.012], [0.012, 0.064, -0.068], [-0.106, 0.109, -0.163], [-0.025, 0.078, -0.025], [0.017, 0.002, -0.003], [0.096, -0.389, -0.025], [0.061, -0.001, -0.003], [-0.109, 0.073, 0.031], [0.037, 0.019, 0.013], [0.025, 0.020, -0.034], [-0.045, 0.038, 0.072], [0.049, 0.024, 0.080], [0.035, -0.019, 0.010], [0.024, -0.023, 0.002], [0.069, -0.126, -0.009], [0.042, -0.038, 0.007], [0.032, 0.076, -0.070], [0.006, -0.007, 0.023], [-0.027, -0.133, -0.007]],
  "lowdin_charge": [1.22, 0.78, 0.79, 0.75, 0.75, 0.76, 0.85, -0.25, -0.38, -0.56, 0.05, -0.56, 0.21, -0.69, -0.69, -0.39, -0.11, -0.01, -0.11, -0.16, -0.63, 0.02, -0.71, -0.68, -0.01, 0.12, 0.16, 0.15, 0.11, 0.15, 0.15, 0.10, 0.16, 0.16, 0.15, 0.16, 0.09, 0.12],
  "s_squared": 0.759,
  "charge": 2,
  "homo_ha": [-0.529, -0.532],
  "multiplicity": 2
}

---

[3]
{
  "formula": "C12H14ClNO3P",
  "method": "the ωB97M-V functional and the def2-TZVPD basis",
  "symbols": ["Cl", "P", "O", "O", "O", "N", "C", "C", "C", "C", "C", "C", "C", "C", "C", "C", "C", "C", "H", "H", "H", "H", "H", "H", "H", "H", "H", "H", "H", "H", "H", "H"],
  "coordinates": [[-3.031179, 0.247377, 1.474213], [2.229293, 2.322155, -1.313176], [1.967151, 1.155281, -2.566882], [3.547081, 3.075944, -1.472956], [2.126363, 1.420649, 0.157871], [-1.113889, 2.100339, -2.641643], [-0.586504, 2.466703, -1.321607], [1.202667, -3.639496, 1.241865], [-2.899651, 0.558807, -1.507791], [-2.378087, 0.912313, -0.074736], [0.695539, 3.471436, -1.274262], [-0.345223, -1.950344, 1.992892], [-1.176545, 1.909858, 0.013174], [0.389669, -2.543381, 0.970158], [-2.224958, 1.178769, -2.783846], [0.556600, -3.541704, 3.562144], [1.284283, -4.140368, 2.537879], [-0.259295, -2.447927, 3.289955], [0.599499, 4.055447, -0.296927], [-0.618646, 2.512943, -3.456353], [-0.661837, 2.242039, 0.975024], [1.772786, -4.103802, 0.443973], [-0.828299, -1.982821, 4.088346], [-2.574425, 0.911746, -3.847791], [1.915833, -4.996300, 2.749619], [0.327891, -2.151082, -0.040704], [0.624834, -3.928609, 4.573639], [-0.984106, -1.099831, 1.779239], [1.439220, 1.574886, -3.281071], [-3.750395, -0.185263, -1.643620], [2.154006, 0.464614, -0.123589], [0.600325, 4.129624, -2.203037]],
  "forces_ev_per_a": [[0.618, 1.123, -2.767], [3.401, 0.120, 0.373], [-0.632, 2.269, 2.073], [-3.943, -1.907, 0.415], [-0.312, 0.415, -3.882], [-1.275, -1.341, 3.634], [-1.467, -1.093, 1.343], [-0.007, 0.019, 0.033], [2.710, 2.042, -0.240], [2.078, 1.805, -2.443], [-2.220, -1.874, -0.319], [0.150, -0.073, 0.008], [-1.198, -0.943, -4.117], [0.016, -0.001, 0.124], [0.043, -0.249, 3.588], [-0.018, 0.022, -0.071], [-0.064, 0.105, -0.034], [0.023, -0.006, -0.077], [0.506, -0.733, -1.496], [-0.915, -0.480, 0.672], [-0.998, -0.678, -1.466], [-0.053, 0.033, 0.077], [0.054, -0.051, -0.053], [0.662, 0.551, 1.982], [-0.053, 0.083, -0.021], [-0.014, -0.065, 0.027], [-0.012, 0.038, -0.109], [0.231, -0.210, 0.081], [0.753, -0.464, 0.433], [1.345, 1.246, 0.174], [-0.011, 0.980, 0.651], [0.605, -0.684, 1.407]],
  "lowdin_charge": [0.70, 0.66, -0.18, -0.29, -0.18, 0.07, -0.15, -0.09, 0.02, -0.49, -0.13, -0.12, 0.03, -0.11, 0.04, -0.08, -0.08, -0.09, 0.13, 0.16, 0.13, 0.10, 0.10, 0.15, 0.11, 0.09, 0.11, 0.01, 0.06, 0.12, 0.09, 0.12],
  "charge": 1,
  "homo_ha": -0.428,
  "multiplicity": 1
}

---

Which molecular weight belongs to each record? In order, 257.16, 637.80, 286.67 g mol⁻¹.
Which energy belongs to each record? In order, -40694.981, -98615.594, -42106.036 eV.
Which energy relative to the best compared isomer or geometry (same formula, charge and spin) belongs to each record? In order, 0.812, 3.115, 0.000 eV.